BrClO3S as an isolated structure in a non-equilibrium geometry. Source: the Open Molecules 2025 dataset; level of theory: ωB97M-V/def2-TZVPD.

Last column: Mulliken charge in e.
Atoms and positions in Å:
Cl -0.058 2.107 -0.889  0.10
O -0.422 -1.697 0.286  -0.42
Br 0.717 -0.696 2.805  -0.04
O -1.035 0.839 -0.551  -0.27
O 1.350 0.091 0.025  -0.41
S 0.063 -0.308 0.513  1.04

## Properties
E_HOMO ... -0.4160 Eh
LUMO energy ... -4.036 eV
DFT total energy ... -3657.9431 a.u.